# 1
# C36H36NO9P3PdS

C36H36NO9P3PdS as an isolated structure in a non-equilibrium geometry (ωB97M-V/def2-TZVPD, the Open Molecules 2025 dataset).

## Properties
* HOMO (spin up / spin down): -0.3165 / -0.3107 hartree
* energy relative to the best compared isomer or geometry (same formula, charge and spin): 7.9 kcal per mole
* E: -100021.7236 eV

Each line ends with the Löwdin charge.
Cartesian coordinates (Å):
Pd -0.886 -1.498 -0.372  0.823
C -3.958 -0.597 1.005  -0.070
C -3.453 -0.753 2.437  -0.360
C -3.024 0.595 3.017  -0.055
C -2.307 -1.778 2.444  -0.273
C -1.882 -2.254 3.853  -0.069
O -0.499 -1.938 3.930  0.008
C -0.136 -1.367 2.754  -0.286
N -1.073 -1.236 1.886  0.107
C 1.275 -0.977 2.684  -0.108
C 1.931 -0.866 3.920  -0.003
C 3.281 -0.597 4.007  -0.053
C 4.036 -0.465 2.851  -0.048
C 3.404 -0.574 1.629  -0.092
C 2.029 -0.769 1.516  -0.258
P 1.402 -0.896 -0.210  1.123
C 2.328 -2.403 -0.656  -0.331
C 1.975 -3.526 0.094  -0.107
C 2.522 -4.760 -0.195  -0.062
C 3.438 -4.883 -1.231  -0.068
C 3.813 -3.767 -1.960  -0.068
C 3.262 -2.527 -1.675  -0.071
C 2.248 0.458 -1.081  -0.325
C 2.346 0.381 -2.472  -0.100
C 3.035 1.353 -3.175  -0.067
C 3.612 2.422 -2.506  -0.082
C 3.464 2.538 -1.133  -0.077
C 2.772 1.572 -0.425  -0.095
H -4.783 0.110 0.960  0.083
H -4.292 -1.555 0.611  0.074
H -3.145 -0.251 0.357  0.040
H -4.255 -1.171 3.059  0.144
H -2.250 1.038 2.392  0.030
H -2.638 0.488 4.029  0.075
H -3.878 1.269 3.051  0.085
H -2.613 -2.623 1.817  0.120
H -2.006 -3.330 3.996  0.134
H -2.411 -1.732 4.658  0.126
H 1.357 -1.012 4.821  0.120
H 3.752 -0.503 4.972  0.109
H 5.101 -0.291 2.896  0.112
H 3.984 -0.493 0.721  0.114
H 1.252 -3.414 0.894  0.090
H 2.220 -5.628 0.375  0.109
H 3.852 -5.852 -1.471  0.105
H 4.531 -3.854 -2.765  0.107
H 3.558 -1.661 -2.247  0.094
H 1.855 -0.437 -2.983  0.095
H 3.122 1.281 -4.250  0.113
H 4.158 3.174 -3.056  0.111
H 3.884 3.390 -0.616  0.112
H 2.645 1.678 0.643  0.110
O 0.707 -3.356 -3.728  -0.124
P -0.592 -2.763 -2.970  0.180
O -1.820 -3.052 -3.711  -0.258
O -0.239 -1.354 -2.548  -0.356
O -0.456 -3.658 -1.584  -0.335
P -1.827 -3.980 -0.753  0.181
O -1.081 -3.977 0.741  -0.205
O -2.343 -5.318 -1.029  -0.258
O -2.676 -2.744 -0.743  -0.326
H 0.389 -4.114 -4.213  0.068
H -0.739 -4.863 0.873  0.067
O -1.162 0.820 -0.410  -0.610
S -1.065 2.109 0.316  1.007
C -2.622 2.974 -0.090  -0.350
C -3.425 2.454 -1.089  -0.067
C -4.580 3.129 -1.450  -0.059
C -4.922 4.307 -0.803  -0.078
C -4.127 4.802 0.221  -0.076
C -2.973 4.129 0.587  -0.085
C -0.074 3.184 -0.760  -0.370
C 0.570 4.276 -0.204  -0.097
C 1.296 5.122 -1.024  -0.085
C 1.365 4.873 -2.386  -0.084
C 0.747 3.754 -2.923  -0.070
C 0.025 2.896 -2.109  -0.058
H -3.143 1.526 -1.567  0.116
H -5.210 2.741 -2.236  0.111
H -5.816 4.838 -1.093  0.104
H -4.407 5.713 0.730  0.105
H -2.357 4.494 1.396  0.108
H 0.509 4.453 0.859  0.108
H 1.800 5.976 -0.597  0.107
H 1.912 5.550 -3.026  0.108
H 0.820 3.550 -3.981  0.115
H -0.437 2.001 -2.502  0.122

Forces on atoms 1 to 2 (eV/Å):
1.80 1.12 0.42
0.01 -0.08 0.12


# 2
# C36H37Br6N5O10

A 8-piece molecular cluster, C36H37Br6N5O10 overall in a non-equilibrium geometry (ωB97M-V/def2-TZVPD, the Open Molecules 2025 dataset).

## Properties
* HOMO: -0.3679 hartree
* energy relative to the best compared isomer or geometry (same formula, charge and spin): 94.6 kcal per mole
* SMILES string: O=[N+]([O-])c1ccccc1.O=[N+]([O-])c1ccccc1.O=[N+]([O-])c1ccccc1.O=[N+]([O-])c1ccccc1.O=[N+]([O-])c1ccccc1.BrCCBr.BrCCBr.BrCCBr
* E: -486094.8959 eV

Each line ends with the Löwdin charge.
Cartesian coordinates (Å):
O 7.611 -9.747 28.828  0.073
N 7.321 -10.176 29.916  -0.367
O 7.059 -9.477 30.846  0.090
C 7.248 -11.718 30.010  -0.081
C 7.491 -12.597 28.948  -0.004
C 7.157 -13.959 29.123  -0.070
C 6.744 -14.483 30.343  -0.088
C 6.570 -13.646 31.421  -0.082
C 6.966 -12.331 31.279  -0.013
H 7.936 -12.366 27.991  0.114
H 7.266 -14.713 28.358  0.103
H 6.697 -15.557 30.451  0.107
H 6.346 -14.045 32.399  0.109
H 6.767 -11.663 32.104  0.108
O 12.816 -8.102 17.883  0.006
N 11.930 -8.136 18.848  -0.307
O 10.796 -8.462 18.731  0.116
C 12.280 -7.350 20.067  -0.112
C 13.326 -6.395 20.157  -0.002
C 13.534 -5.618 21.286  -0.097
C 12.853 -5.811 22.436  -0.076
C 11.810 -6.775 22.443  -0.052
C 11.488 -7.404 21.238  -0.018
H 13.942 -6.371 19.270  0.110
H 14.353 -4.914 21.269  0.109
H 12.997 -5.185 23.305  0.108
H 11.329 -6.929 23.398  0.105
H 10.605 -8.011 21.370  0.110
O 10.321 -17.397 9.349  0.069
N 9.753 -16.354 9.666  -0.356
O 8.577 -16.213 9.446  0.082
C 10.525 -15.195 10.228  -0.149
C 10.341 -13.959 9.625  -0.007
C 11.090 -12.870 10.084  -0.070
C 12.032 -13.042 11.085  -0.081
C 12.227 -14.299 11.707  -0.037
C 11.411 -15.407 11.286  0.009
H 9.644 -13.970 8.800  0.119
H 11.002 -11.900 9.618  0.106
H 12.614 -12.173 11.355  0.103
H 12.996 -14.391 12.460  0.099
H 11.442 -16.366 11.782  0.114
O 22.466 -2.877 25.132  0.038
N 21.654 -2.605 24.172  -0.309
O 21.451 -3.374 23.236  0.073
C 20.810 -1.430 24.259  -0.132
C 21.069 -0.406 25.165  -0.022
C 20.314 0.751 25.205  -0.062
C 19.156 0.824 24.392  -0.064
C 18.721 -0.253 23.584  -0.063
C 19.528 -1.382 23.587  0.009
H 21.888 -0.393 25.869  0.118
H 20.581 1.609 25.803  0.105
H 18.561 1.712 24.240  0.098
H 17.768 -0.105 23.099  0.105
H 19.391 -2.245 22.953  0.107
O 15.756 -5.584 28.437  0.070
N 14.564 -5.649 28.732  -0.331
O 13.927 -6.700 28.887  0.065
C 13.947 -4.396 29.133  -0.136
C 12.650 -4.399 29.575  -0.018
C 12.036 -3.232 29.862  -0.081
C 12.657 -2.062 29.579  -0.080
C 13.999 -1.961 29.207  -0.063
C 14.594 -3.146 28.922  -0.004
H 12.188 -5.349 29.801  0.126
H 11.050 -3.162 30.298  0.117
H 12.228 -1.079 29.712  0.108
H 14.482 -0.995 29.175  0.113
H 15.560 -3.173 28.438  0.115
Br 19.105 -4.521 16.759  0.517
C 20.279 -6.027 16.081  -0.647
C 19.494 -7.373 15.939  -0.672
Br 20.875 -8.746 15.785  0.617
H 20.957 -6.194 16.918  0.026
H 20.768 -5.692 15.166  0.055
H 18.901 -7.345 15.025  0.054
H 18.833 -7.613 16.772  0.053
Br 14.544 -3.862 12.775  0.522
C 12.899 -2.834 13.427  -0.611
C 11.882 -3.836 13.978  -0.682
Br 10.416 -2.954 14.939  0.587
H 12.503 -2.328 12.546  0.050
H 13.240 -2.042 14.093  0.053
H 12.438 -4.444 14.692  0.048
H 11.187 -4.237 13.240  0.034
Br 8.141 -2.010 25.155  0.530
C 6.180 -2.105 25.582  -0.659
C 5.608 -3.506 25.996  -0.632
Br 3.666 -3.478 25.616  0.589
H 5.650 -1.768 24.692  0.024
H 6.016 -1.344 26.345  0.048
H 5.725 -3.732 27.056  0.052
H 6.001 -4.374 25.468  0.047

Forces on atoms 1 to 2 (eV/Å):
0.30 -0.11 -0.93
0.39 -1.82 -1.10


# 3
# C36H37BrIN5O2SSiTc

C36H37BrIN5O2SSiTc as an isolated structure (ωB97M-V/def2-TZVPD, the Open Molecules 2025 dataset).

## Properties
* HOMO (spin up / spin down): -0.2733 / -0.2887 hartree
* multiplicity: 4
* energy relative to the best compared isomer or geometry (same formula, charge and spin): 99.7 kcal per mole
* E: -148531.1751 eV

Each line ends with the Löwdin charge.
Cartesian coordinates (Å):
Tc 0.360 -0.204 0.684  1.168
C -1.389 -4.971 -2.414  -0.083
C -2.521 -4.237 -1.711  -0.240
N -2.143 -3.712 -0.401  -0.006
C -1.362 -2.634 -0.237  -0.763
S -0.783 -2.222 1.325  0.740
N -1.063 -1.924 -1.337  0.033
N -0.425 -0.802 -1.068  -0.183
C 0.037 -0.113 -2.304  -0.364
C 1.051 -0.985 -3.033  -0.035
C -1.065 1.789 -2.106  -0.287
C -0.512 3.039 -2.776  -0.149
C -0.538 4.191 -1.825  -0.047
C -1.287 4.141 -0.727  -0.038
C -2.153 2.974 -0.479  -0.116
N -2.103 1.882 -1.126  0.150
H -1.747 -5.421 -3.342  0.075
H -0.992 -5.768 -1.781  0.076
H -0.580 -4.282 -2.656  0.058
H -3.372 -4.899 -1.551  0.115
H -2.872 -3.404 -2.317  0.107
H -2.246 -4.311 0.401  0.125
H 1.036 -2.004 -2.642  0.037
H 2.058 -0.568 -2.935  0.075
H 0.833 -1.048 -4.096  0.078
H -0.930 3.324 -3.745  0.152
H 0.035 5.081 -2.068  0.116
H -1.338 4.975 -0.037  0.107
H -2.907 3.062 0.305  0.117
I 2.542 -1.801 0.008  1.251
C 2.945 -2.260 1.986  -0.610
C 3.890 -3.200 2.273  -0.151
C 4.217 -3.444 3.623  -0.080
C 3.608 -2.718 4.605  -0.032
C 2.635 -1.734 4.304  -0.165
C 2.047 -0.965 5.338  -0.036
C 1.128 -0.012 5.028  -0.057
C 0.722 0.193 3.688  -0.106
C 1.238 -0.528 2.630  -0.305
C 2.250 -1.496 2.956  -0.269
H 4.393 -3.746 1.485  0.094
H 4.958 -4.195 3.868  0.105
H 3.865 -2.882 5.646  0.114
H 2.351 -1.146 6.363  0.112
H 0.684 0.599 5.807  0.110
H -0.014 0.963 3.519  0.070
C 3.106 1.918 1.587  -0.171
Si 2.496 2.220 -0.145  0.374
C 2.196 4.067 -0.238  -0.166
C 3.887 1.786 -1.334  -0.166
N 1.074 1.255 -0.505  -0.191
C 0.411 1.273 -1.780  -0.335
C -1.210 0.529 -3.036  -0.108
C -1.008 0.706 -4.501  -0.020
C 0.146 1.242 -5.043  -0.124
C 1.128 1.864 -4.288  -0.021
C 0.874 2.325 -2.890  -0.151
H 3.938 2.614 1.750  0.042
H 3.479 0.908 1.759  0.015
H 2.342 2.128 2.338  0.034
H 3.107 4.553 0.130  0.038
H 1.369 4.365 0.412  0.036
H 1.996 4.459 -1.238  0.012
H 4.676 2.546 -1.301  0.037
H 3.548 1.707 -2.372  0.017
H 4.341 0.828 -1.061  0.006
H -2.138 0.002 -2.827  0.134
H -1.750 0.285 -5.169  0.105
H 0.300 1.152 -6.114  0.107
H 2.055 2.160 -4.769  0.106
H 1.703 2.939 -2.548  0.090
Br -7.119 -2.246 1.360  0.724
C -5.566 -1.188 1.609  -0.689
C -4.616 -1.139 0.604  -0.118
C -3.473 -0.377 0.796  -0.058
C -3.286 0.332 1.975  -0.136
C -4.266 0.287 2.961  -0.005
C -5.410 -0.478 2.789  -0.117
C -2.048 1.146 2.241  -0.568
O -2.020 1.946 3.154  0.073
O -1.011 0.956 1.452  -0.259
H -4.765 -1.685 -0.318  0.099
H -2.748 -0.288 0.005  0.069
H -4.114 0.854 3.870  0.121
H -6.169 -0.525 3.558  0.100

Forces on atoms 1 to 2 (eV/Å):
-0.29 -0.03 -0.30
0.04 -0.06 -0.02